1.
DFT (wB97M-V/def2-TZVPD) results for 2 unconnected molecules or ions with the total composition C3H12N2O.

Positions of all 18 atoms, in Å:
C 1.45451 1.83208 -0.26646
N 0.67758 0.72543 -0.83495
C -0.71830 0.68743 -0.36369
C -1.09889 -0.73248 0.05888
N -2.49343 -1.02174 -0.15064
H 1.03765 2.82480 -0.45101
H 1.57911 1.61604 0.79454
H 2.44410 1.78048 -0.70130
H 0.67071 0.83830 -1.83852
H -1.42549 1.08313 -1.10208
H -0.78870 1.33514 0.50380
H -0.85057 -0.86624 1.10882
H -0.41735 -1.41129 -0.46572
H -2.89615 -1.80647 0.32604
H -2.81219 -0.95560 -1.10009
O 1.82630 -1.34721 1.42210
H 1.59869 -1.35800 0.48364
H 2.78988 -1.23594 1.42579

## Properties
SMILES ... CNCCN.O
Electronic energy ... -8332.7496 eV
HOMO ... -8.83 eV
Gap between HOMO and LUMO ... 9.86 eV
Lowest unoccupied orbital energy ... 1.0 eV
Total charge ... 0

2.
DFT (wB97M-V/def2-TZVPD) results for 2 unconnected molecules or ions with the total composition C3H12N2O.

Positions of all 18 atoms, in Å:
C -0.11045 1.10746 -1.91033
C -0.63301 -0.19194 -1.22907
N 0.49706 -0.81089 -0.37619
C 1.06475 0.02795 0.64844
N 0.08923 0.81579 1.41811
H 0.78107 0.92770 -2.61023
H 0.21086 1.94282 -1.25580
H -0.91577 1.49481 -2.69067
H -1.48096 -0.17661 -0.62654
H -0.86602 -1.04961 -1.92354
H 0.19102 -1.71300 0.09967
H 1.84464 0.67438 0.09701
H 1.51449 -0.66076 1.40938
H -0.79334 0.87952 0.94285
H 0.47509 1.66601 1.75427
O -0.57488 -1.95512 2.18927
H -0.09518 -1.12410 2.53291
H -1.19861 -1.85441 1.53045

## Properties
SMILES ... CCNCN.O
Electronic energy ... -8331.8319 eV
HOMO ... -8.80 eV
Gap between HOMO and LUMO ... 9.68 eV
Lowest unoccupied orbital energy ... 0.9 eV
Total charge ... 0

3.
DFT (wB97M-V/def2-TZVPD) results for 2 unconnected molecules or ions with the total composition C3H12N2O.

Positions of all 18 atoms, in Å:
N -2.50387 -0.66126 -1.03931
C -1.20879 -0.38822 -1.65700
C -0.54404 0.76219 -0.90208
O 0.82482 0.88875 -1.20300
H -3.10567 0.15310 -0.99326
H -3.01052 -1.39113 -1.51967
H -1.26938 -0.16305 -2.72211
H -0.56952 -1.25970 -1.49595
H -0.69205 0.57746 0.16447
H -1.06433 1.69419 -1.15558
H 1.32112 0.60831 -0.40384
C 1.31497 0.14071 2.23061
N 2.08664 -0.26005 1.03092
H 0.33712 -0.32454 2.18238
H 1.79744 -0.17616 3.16290
H 1.31049 1.22730 2.28362
H 1.89987 -1.23170 0.80888
H 3.07571 -0.19621 1.22803

## Properties
SMILES ... NCCO.CN
Electronic energy ... -8332.7869 eV
HOMO ... -9.08 eV
Gap between HOMO and LUMO ... 10.01 eV
Lowest unoccupied orbital energy ... 0.9 eV
Total charge ... 0

4.
DFT (wB97M-V/def2-TZVPD) results for 3 unconnected molecules or ions with the total composition C3H12N2O2.

Positions of all 19 atoms, in Å:
C -0.37901 -0.53677 -0.75655
C -1.25252 0.54280 -1.35926
N -1.37674 0.66586 -2.81038
C -2.35890 1.10153 -0.75868
N -3.52351 1.81638 -1.41555
H -0.71838 -1.26310 -1.45537
H -0.65303 -0.67543 0.30736
H 0.47366 -0.00159 -0.92183
H -1.93629 1.28562 -3.21314
H -0.53360 0.81561 -3.35215
H -2.42778 1.14277 0.36724
H -4.05963 1.75229 -0.60537
H -3.98777 1.37753 -2.14707
O 5.08280 2.10299 4.66522
H 4.88892 1.49961 5.43747
H 5.75203 1.78542 4.11960
O 1.99548 -4.79486 1.02435
H 2.93368 -4.87174 0.92458
H 1.88626 -5.33305 1.85056

## Properties
SMILES ... C/C(N)=C/N.O.O
Electronic energy ... -10378.0622 eV
HOMO ... -7.32 eV
Gap between HOMO and LUMO ... 8.22 eV
Lowest unoccupied orbital energy ... 0.9 eV
Total charge ... 0

5.
DFT (wB97M-V/def2-TZVPD) results for 3 unconnected molecules or ions with the total composition C3H12N2O2.

Positions of all 19 atoms, in Å:
C 1.60579 -0.21244 0.88642
C 0.42778 -0.70898 0.17514
N -0.64741 -1.15133 1.01277
C 0.41413 -0.84706 -1.19784
N -0.62597 -1.49670 -1.91152
H 1.34050 0.30211 1.86270
H 2.29024 -1.02737 1.08760
H 2.11495 0.53979 0.30732
H -0.23196 -1.59363 1.84673
H -1.27267 -1.85494 0.49071
H 1.35650 -0.61830 -1.76456
H -1.61127 -1.33369 -1.58308
H -0.65487 -1.44721 -2.94255
O 0.71326 2.36894 -0.79474
H -0.06829 2.27691 -0.25384
H 0.48150 2.11851 -1.63017
O -2.07232 1.86921 1.69008
H -1.32883 1.27446 1.89061
H -2.23105 1.54173 0.82822

## Properties
SMILES ... C/C(N)=C/N.O.O
Electronic energy ... -10379.9045 eV
HOMO ... -7.43 eV
Gap between HOMO and LUMO ... 8.01 eV
Lowest unoccupied orbital energy ... 0.6 eV
Total charge ... 0

6.
DFT (wB97M-V/def2-TZVPD) results for 3 unconnected molecules or ions with the total composition C3H12N2O2.

Positions of all 19 atoms, in Å:
H 2.40696 -1.35349 -1.81155
N 1.43820 -1.09362 -1.92831
C 0.74616 -1.35030 -0.89184
N -0.50337 -0.90139 -0.66764
C -1.29865 -1.38059 0.46986
C -0.95235 -0.67389 1.77789
H 1.15543 -1.94542 -0.06567
H -0.85016 -0.16053 -1.24811
H -2.31754 -1.14049 0.18055
H -1.18340 -2.45167 0.51769
H -1.17710 0.38323 1.65808
H -1.56669 -1.14427 2.53887
H 0.08588 -0.77736 1.97691
O 1.44303 0.71190 -4.34607
H 1.44155 -0.17111 -3.93685
H 0.48880 0.85879 -4.29056
O -0.04626 3.95043 3.18748
H -0.16155 4.88103 3.39823
H 0.85107 3.75876 3.48104

## Properties
SMILES ... [H]/N=C/NCC.O.O
Electronic energy ... -10380.4575 eV
HOMO ... -8.95 eV
Gap between HOMO and LUMO ... 9.74 eV
Lowest unoccupied orbital energy ... 0.8 eV
Total charge ... 0

7.
DFT (wB97M-V/def2-TZVPD) results for a molecular structure, C3H12N2O4P2.

Positions of all 23 atoms, in Å:
C -0.16642 -1.53759 -0.11433
C 3.17343 0.88951 -0.11265
C -1.59492 -1.54730 0.56999
N -1.90875 1.24539 0.76520
N 2.14186 0.68208 0.78222
O -2.75972 0.01606 -1.48442
O -3.95266 -0.34813 0.78995
O -0.70014 3.50485 0.32747
O -0.90856 1.97290 -1.55506
P -2.51545 -0.09924 0.02133
P -0.64821 1.92453 0.00501
H 0.23554 -0.54738 0.09536
H 0.29433 -2.19572 0.61057
H -0.05085 -1.94338 -1.08156
H 4.03526 0.41615 0.31113
H 3.01995 0.28516 -1.09240
H 3.63179 1.88784 -0.27570
H -1.70021 -1.72327 1.67420
H -2.09637 -2.34282 0.03662
H 2.23334 1.36198 1.60457
H -4.65880 -0.35822 0.23822
H -1.38490 3.60146 0.91213
H -1.27858 1.12836 -1.90324

## Properties
Electronic energy ... -33053.1746 eV
HOMO (alpha / beta) ... -9.87 / -9.19 eV
Gap between HOMO and LUMO (alpha / beta) ... 7.99 / 8.59 eV
Lowest unoccupied orbital energy (alpha / beta) ... -1.9 / -0.6 eV
Total charge ... 0

8.
DFT (wB97M-V/def2-TZVPD) results for 2 unconnected molecules or ions with the total composition C3H12N2OS.

Positions of all 19 atoms, in Å:
N -1.91887 1.43131 -0.85937
C -1.62825 -0.02393 -0.82600
C -0.28002 -0.24250 -0.04852
N 0.64019 0.95060 -0.36934
C 0.16575 -1.68059 -0.34542
S 1.61230 -2.13246 0.78262
H -1.31958 2.00632 -1.43977
H -2.82278 1.48555 -1.08189
H -1.61879 -0.45292 -1.83927
H -2.45465 -0.61503 -0.18486
H -0.58755 -0.10089 1.14196
H 1.02773 1.04676 -1.31834
H 1.42198 0.96345 0.35107
H 0.38254 -1.89689 -1.42491
H -0.72547 -2.15007 -0.04969
H 1.35954 -3.50984 0.91062
O -0.08910 3.33769 0.75082
H -0.31582 3.32246 1.73600
H -0.02525 2.32772 0.59121

## Properties
SMILES ... NC[C@H](N)CS.O
Electronic energy ... -19166.9767 eV
HOMO ... -9.12 eV
Gap between HOMO and LUMO ... 9.85 eV
Lowest unoccupied orbital energy ... 0.7 eV
Total charge ... 0

9.
DFT (wB97M-V/def2-TZVPD) results for 2 unconnected molecules or ions with the total composition C3H12N2OS.

Positions of all 19 atoms, in Å:
N -1.49928 -0.32851 -1.77759
C -1.62432 -0.96301 -0.47542
N -0.69703 -0.34351 0.46475
C 0.71475 -0.49207 0.15245
C 1.60922 0.24695 1.12869
S 3.29209 -0.45768 1.10377
H -0.57126 -0.46587 -2.15954
H -2.13607 -0.73912 -2.44502
H -1.53706 -2.06399 -0.49197
H -2.60558 -0.71091 -0.08052
H -0.85592 -0.76929 1.36928
H 0.96193 -0.09877 -0.83994
H 0.97544 -1.54156 0.02024
H 1.29053 0.16067 2.16748
H 1.59528 1.31649 0.90418
H 3.96471 0.60469 0.64859
O -0.76020 2.46540 0.35582
H -0.95341 1.50533 0.44879
H -1.16381 2.67476 -0.49407

## Properties
SMILES ... NCNCCS.O
Electronic energy ... -19168.2584 eV
HOMO ... -9.15 eV
Gap between HOMO and LUMO ... 9.95 eV
Lowest unoccupied orbital energy ... 0.8 eV
Total charge ... 0

10.
DFT (wB97M-V/def2-TZVPD) results for 2 unconnected molecules or ions with the total composition C3H12N2P.

Positions of all 18 atoms, in Å:
C 2.79589 -0.45983 -0.39406
C -0.96329 -0.71700 1.19106
C 1.36157 -0.02081 -0.63899
N -2.13746 1.55582 -0.21785
N 0.85780 1.03581 -0.20572
P -2.00687 -0.04215 -0.14576
H 3.23148 0.29096 0.26355
H 2.68607 -1.36267 0.22395
H 3.33254 -0.77066 -1.31169
H -1.72413 -1.33851 1.90359
H -0.27992 -1.55726 0.78228
H 0.61839 -0.76306 -1.02974
H -3.04820 1.88983 -0.56880
H -1.24236 2.02732 -0.46856
H 1.57990 1.60863 0.10351
H -3.26330 -0.68618 -0.09687
H -0.40344 -0.19834 1.85562
H -1.39467 -0.49188 -1.24553

## Properties
Electronic energy ... -15566.7641 eV
HOMO ... -14.40 eV
Gap between HOMO and LUMO ... 11.34 eV
Lowest unoccupied orbital energy ... -3.1 eV
Total charge ... +1

11.
DFT (wB97M-V/def2-TZVPD) results for 2 unconnected molecules or ions with the total composition C3H12N3.

Positions of all 18 atoms, in Å:
C -0.70281 -1.86880 -1.56461
N -0.36705 -3.17342 -0.99031
H 0.11337 -1.45548 -2.17499
H -0.94532 -1.22613 -0.70934
H -1.59777 -1.96447 -2.17333
H -0.37682 -3.87604 -1.72323
H 0.59238 -3.17790 -0.66016
C -0.02046 1.80486 1.19487
C 0.57691 0.89145 0.42322
N 0.60475 1.10361 -1.03713
N -0.12056 1.71834 2.54820
H -0.41905 2.71443 0.76308
H 0.86431 -0.09726 0.73857
H -0.03619 0.48742 -1.55486
H 0.38998 2.07550 -1.26284
H 1.53991 0.91495 -1.41577
H -0.14266 0.78805 2.94003
H -0.75824 2.36323 2.98667

## Properties
Electronic energy ... -7768.4742 eV
HOMO ... -12.75 eV
Gap between HOMO and LUMO ... 9.32 eV
Lowest unoccupied orbital energy ... -3.4 eV
Total charge ... +1

12.
DFT (wB97M-V/def2-TZVPD) results for 2 unconnected molecules or ions with the total composition C3H12N3.

Positions of all 18 atoms, in Å:
C 1.68776 1.10244 -0.33300
C 0.79395 0.18096 0.24276
C -1.45731 0.14373 -0.41331
N 1.39328 -1.10795 0.40405
N -1.71757 -1.18420 -0.48018
N -2.09886 0.92070 0.54858
H 2.52742 1.57570 0.31743
H 2.18512 0.63182 -1.23165
H 1.01749 1.89176 -0.70593
H 0.37028 0.60276 1.23217
H -1.28364 0.51529 -1.38885
H 0.57690 -1.66472 0.77477
H 1.45734 -1.57799 -0.58282
H -2.19462 -1.64961 0.25651
H -1.72686 -1.50000 -1.36066
H 2.33029 -1.21029 0.82451
H -2.21645 0.53954 1.52435
H -1.64452 1.79007 0.37126

## Properties
Electronic energy ... -7763.6087 eV
HOMO (alpha / beta) ... -8.52 / -13.58 eV
Gap between HOMO and LUMO (alpha / beta) ... 5.12 / 8.38 eV
<S²> ... 2.006
2S+1 ... 3
Lowest unoccupied orbital energy (alpha / beta) ... -3.4 / -5.2 eV
Total charge ... +1

| no. | F_max (eV Å⁻¹) |
| --- | --- |
| 1 | 0.89 |
| 2 | 4.92 |
| 3 | 1.06 |
| 4 | 6.26 |
| 5 | 3.76 |
| 6 | 1.44 |
| 7 | 5.00 |
| 8 | 4.54 |
| 9 | 0.89 |
| 10 | 6.40 |
| 11 | 0.79 |
| 12 | 4.81 |